# 1
The following is a quantum chemistry calculation of a cluster of 2 separate species, CH4IOP in total in a non-equilibrium geometry, from the OMol25 dataset.

The energy above the lowest of the compared OMol25 structures with the same formula, charge and spin is 28.6 kcal/mol. The HOMO energy is -8.984 eV. Its HOMO-LUMO gap is 9.10 eV. For the largest force on an atom, the calculation gives 3.27 eV/Å. Its LUMO energy is 0.120 eV. As for the net charge: 0. The SMILES is C=O.PI. The total energy comes out at -754.73684 a.u.

XYZ file:
```
8
CH4IOP (the ωB97M-V functional and the def2-TZVPD basis)
C 0.62722 1.74554 0.44458
O 1.18442 0.89053 -0.20888
P -0.22317 -2.19365 -0.26882
I -1.98455 -0.90146 0.72334
H 0.08659 2.58243 0.10315
H 0.95025 1.84912 1.48327
H 0.42159 -1.20339 -0.92434
H -1.06235 -2.76912 -1.35229
```

# 2
The following is a quantum chemistry calculation of a cluster of 2 separate species, C4H8S3 in total in a non-equilibrium geometry, from the OMol25 dataset.

The energy above the lowest of the compared OMol25 structures with the same formula, charge and spin is 49.4 kcal/mol. The HOMO energy is -8.700 eV. Its HOMO-LUMO gap is 9.36 eV. For the largest force on an atom, the calculation gives 3.50 eV/Å. Its LUMO energy is 0.656 eV. As for the net charge: 0. The SMILES is C=C1S[C@]1(C)S.S. The total energy comes out at -1351.68074 a.u.

XYZ file:
```
15
C4H8S3 (the ωB97M-V functional and the def2-TZVPD basis)
C 0.64631 1.17969 -0.84568
C -0.29672 0.74097 -0.07855
C -2.41317 -0.32478 -0.50769
C -1.22958 -0.27627 0.37764
S 3.75551 -0.08258 0.60125
S -0.89603 -1.92259 1.04851
S -1.19014 1.22032 1.40021
H 1.26851 2.06395 -0.70772
H 1.08673 0.48976 -1.64269
H -3.21854 -0.89034 -0.05045
H -2.19867 -1.00347 -1.38340
H -2.74288 0.75144 -0.84671
H 4.64322 0.86211 0.16168
H -2.09524 -2.03824 1.59147
H 4.88070 -0.76997 0.88213
```

The lowest largest force on an atom belongs to which entry? CH4IOP

What is the formula in the second record? C4H8S3

The lowest total energy belongs to which entry? C4H8S3